w:
C2H2O4P | the ωB97M-V functional and the def2-TZVPD basis

XYZ file:
```
9
C2H2O4P (the ωB97M-V functional and the def2-TZVPD basis)
O -0.05 -2.13 1.09
P -0.02 -1.13 0.06
O -1.12 0.06 0.44
C 1.37 -0.12 -0.60
C 2.53 0.07 0.11
O 3.12 0.77 0.90
O 2.69 -0.97 -0.69
H -0.62 -1.65 -1.20
H -1.12 1.00 0.18
```

Results
Kohn-Sham gap: 7.59 eV
charge: -1
SMILES: O=[P@@H](O)C1=C([O-])O1
E_LUMO: 3.9 eV


x:
C2H2O4P | the ωB97M-V functional and the def2-TZVPD basis

XYZ file:
```
9
C2H2O4P (the ωB97M-V functional and the def2-TZVPD basis)
C -0.02 0.78 -0.29
C 0.73 -0.37 -0.25
O 1.23 0.70 -3.55
O 2.69 1.86 -1.68
O 0.15 1.55 -1.45
O 1.63 -0.42 -1.24
P 1.53 1.01 -2.15
H -0.71 1.30 0.36
H 0.61 -1.24 0.24
```

Results
Kohn-Sham gap: 8.25 eV
charge: -1
E_LUMO: 4.1 eV


y:
C2H2O4P | the ωB97M-V functional and the def2-TZVPD basis

XYZ file:
```
9
C2H2O4P (the ωB97M-V functional and the def2-TZVPD basis)
O 0.57 2.74 -0.73
C 0.12 1.69 -0.41
C -0.30 0.56 -0.01
O -1.84 0.35 0.58
P 0.60 -1.03 -0.07
O 2.04 -0.75 -0.11
O 0.02 -1.90 1.01
H -1.47 -0.26 1.13
H 0.27 -1.39 -1.39
```

Results
Kohn-Sham gap: 8.91 eV
charge: -1
SMILES: O=C=C(O)[P@@H](=O)[O-]
E_LUMO: 3.5 eV


Which of them is least stable? Easy: w.


w:
CH5NO | the ωB97M-V functional and the def2-TZVPD basis

XYZ file:
```
8
CH5NO (the ωB97M-V functional and the def2-TZVPD basis)
C -1.31 0.24 0.38
N -0.10 0.40 0.92
H -2.03 1.00 0.74
H -1.82 -0.72 0.20
H 0.04 0.17 -0.18
O 2.09 -0.21 -0.92
H 1.49 -0.97 -1.05
H 1.64 0.09 -0.09
```

Results
Kohn-Sham gap: 9.21 eV
SMILES: C=N.O
E_LUMO: -0.3 eV


x:
CH5NO | the ωB97M-V functional and the def2-TZVPD basis

XYZ file:
```
8
CH5NO (the ωB97M-V functional and the def2-TZVPD basis)
C 1.90 0.19 -1.23
N 1.19 0.19 -0.19
H 1.42 0.34 -2.19
H 2.99 0.10 -1.19
H 1.78 -0.12 0.58
O -2.62 -0.35 1.06
H -2.87 -0.10 1.95
H -1.66 -0.40 1.08
```

Results
Kohn-Sham gap: 11.62 eV
SMILES: C=N.O
E_LUMO: 1.1 eV


Which of them is least stable? Easy: w.


w:
CH2NO2 | the ωB97M-V functional and the def2-TZVPD basis

XYZ file:
```
6
CH2NO2 (the ωB97M-V functional and the def2-TZVPD basis)
N -0.63 -0.28 -0.38
C 0.44 0.35 0.29
O 0.04 0.84 1.32
O 1.58 0.56 -0.28
H -1.13 -0.79 0.31
H -0.31 -0.69 -1.26
```

Results
Kohn-Sham gap: 8.20 eV
charge: -1
SMILES: NC(=O)[O-]
E_LUMO: 4.8 eV


x:
CH2NO2 | the ωB97M-V functional and the def2-TZVPD basis

XYZ file:
```
6
CH2NO2 (the ωB97M-V functional and the def2-TZVPD basis)
C 1.28 0.32 -0.53
N 0.49 -0.42 0.28
O 1.62 1.52 -0.49
O -0.41 -1.31 0.57
H 1.58 -0.36 -1.39
H -4.56 0.25 1.56
```

Results
Kohn-Sham gap (alpha / beta): 6.88 / 7.42 eV
charge: -1
E_LUMO (alpha / beta): 4.7 / 4.9 eV


Which of them is least stable? Easy: x.


w:
C4H5NOS | the ωB97M-V functional and the def2-TZVPD basis

XYZ file:
```
12
C4H5NOS (the ωB97M-V functional and the def2-TZVPD basis)
C 0.04 1.70 -0.06
N 1.27 1.39 -0.17
S 1.89 -0.20 0.02
C 0.46 -1.45 0.07
C -0.61 -0.55 -0.47
O -1.92 -0.18 -0.06
C -0.81 0.57 0.41
H -0.25 2.74 -0.21
H 0.28 -1.77 1.12
H 0.74 -2.30 -0.57
H -0.46 -0.32 -1.53
H -0.64 0.37 1.46
```

Results
Kohn-Sham gap: 9.91 eV
SMILES: C1=NSC[C@H]2O[C@H]12
E_LUMO: 0.9 eV


x:
C4H5NOS | the ωB97M-V functional and the def2-TZVPD basis

XYZ file:
```
12
C4H5NOS (the ωB97M-V functional and the def2-TZVPD basis)
C 2.84 -0.66 0.06
C 1.46 -0.08 -0.16
C -0.70 0.05 -0.08
C -0.30 1.23 0.23
H 3.42 -0.12 0.95
H 3.80 -0.48 -0.73
H 2.86 -1.77 0.50
H -2.00 -1.69 1.42
H -0.69 2.12 0.06
N 0.41 -0.86 -0.22
O 1.16 1.17 -0.02
S -2.46 -0.29 -0.05
```

Results
Kohn-Sham gap: 7.85 eV
E_LUMO: -1.4 eV


Which of them is least stable? Easy: x.


w:
C5H6N2O2 | the ωB97M-V functional and the def2-TZVPD basis

XYZ file:
```
15
C5H6N2O2 (the ωB97M-V functional and the def2-TZVPD basis)
C 0.41 -0.83 -0.60
C -0.89 -0.90 0.26
C -0.54 -0.10 1.42
C 0.61 1.37 -0.28
C 0.67 0.52 1.12
O 0.44 -1.34 -1.82
N -1.83 -1.67 -0.07
N -0.48 1.83 -0.76
O 1.43 -0.88 0.21
H 1.35 -1.54 -2.06
H -2.55 -1.73 0.66
H -0.34 2.45 -1.56
H -1.20 0.11 2.25
H 1.61 1.70 -0.62
H 1.30 1.00 1.85
```

Results
Kohn-Sham gap (alpha / beta): 6.84 / 6.84 eV
E_LUMO (alpha / beta): -0.5 / -0.5 eV


x:
C5H6N2O2 | the ωB97M-V functional and the def2-TZVPD basis

XYZ file:
```
15
C5H6N2O2 (the ωB97M-V functional and the def2-TZVPD basis)
C -1.85 0.76 -0.04
C -0.39 0.48 -0.01
C 0.59 1.49 -0.14
N 1.84 1.17 -0.11
C 2.15 -0.36 0.18
O 3.24 -0.70 0.54
N 1.30 -1.21 -0.56
C 0.14 -0.82 0.12
O -0.64 -1.87 0.50
H -2.03 1.83 0.00
H -2.31 0.37 -0.95
H -2.36 0.31 0.82
H 0.32 2.53 0.04
H 1.54 -2.19 -0.59
H -1.54 -1.78 0.19
```

Results
Kohn-Sham gap: 8.22 eV
SMILES: Cc1cnc(=O)[nH]c1O
E_LUMO: -0.3 eV


Which of them is least stable? Easy: w.


w:
C5H6N2O2 | the ωB97M-V functional and the def2-TZVPD basis

XYZ file:
```
15
C5H6N2O2 (the ωB97M-V functional and the def2-TZVPD basis)
O -0.89 1.51 -1.73
C -1.63 0.41 -1.37
C -1.12 -0.28 -0.36
O -1.98 -1.22 0.18
C 0.16 -0.08 0.29
C 0.79 -1.27 1.02
N 2.05 -0.88 1.25
C 2.24 0.43 0.81
N 1.04 0.97 0.37
H -0.92 1.39 -2.81
H -2.80 0.59 -1.57
H -1.83 -0.78 1.23
H 0.39 -2.37 1.05
H 3.02 1.20 1.08
H 0.79 1.84 -0.18
```

Results
Kohn-Sham gap: 8.35 eV
SMILES: O/C=C(/O)c1cnc[nH]1
E_LUMO: 0.5 eV


x:
C5H6N2O2 | the ωB97M-V functional and the def2-TZVPD basis

XYZ file:
```
15
C5H6N2O2 (the ωB97M-V functional and the def2-TZVPD basis)
C 1.38 -1.03 -0.97
N -0.84 1.66 0.30
C -1.64 0.80 1.06
C 0.12 0.60 0.53
C 0.14 -0.56 -0.29
C -1.14 -1.12 -0.56
O 1.26 1.00 1.17
N -2.14 -0.51 -0.04
O -2.37 1.08 1.97
H 1.99 1.11 0.54
H -0.64 2.57 0.72
H -1.24 -2.12 -0.98
H 1.22 -2.01 -1.42
H 1.69 -0.34 -1.76
H 2.20 -1.11 -0.26
```

Results
Kohn-Sham gap: 7.49 eV
E_LUMO: -1.1 eV


Which of them is least stable? Easy: x.


w:
C8H14N3 | the ωB97M-V functional and the def2-TZVPD basis

XYZ file:
```
25
C8H14N3 (the ωB97M-V functional and the def2-TZVPD basis)
C 2.78 -0.94 -0.33
C 2.69 0.94 0.98
C 1.38 -0.73 -0.64
C 1.34 1.18 0.67
C -1.56 -2.49 -0.25
C -1.22 2.52 -0.86
C -1.04 -1.76 0.87
C -1.46 1.17 0.03
N 3.44 -0.06 0.43
N 0.64 0.21 -0.06
N -0.60 0.11 -0.29
H 3.51 -1.72 -0.75
H 3.29 1.64 1.46
H 0.76 -1.37 -1.26
H 0.70 1.92 0.94
H -1.91 -3.51 0.08
H -2.40 -1.90 -0.70
H -0.88 -2.67 -1.07
H -0.28 2.98 -0.52
H -1.12 2.31 -1.88
H -2.15 3.16 -0.59
H -1.73 -1.26 1.47
H -0.13 -1.99 1.26
H -1.46 1.44 1.12
H -2.57 0.84 -0.14
```

Results
Kohn-Sham gap (alpha / beta): 7.40 / 7.41 eV
charge: +1
E_LUMO (alpha / beta): -5.5 / -5.5 eV


x:
C8H14N3 | the ωB97M-V functional and the def2-TZVPD basis

XYZ file:
```
25
C8H14N3 (the ωB97M-V functional and the def2-TZVPD basis)
C -2.01 0.95 -2.37
C -1.32 0.23 -1.51
N -1.05 0.70 -0.26
N -0.12 -0.20 0.32
C 0.38 -0.19 1.52
C -0.07 0.89 2.51
C 1.09 1.92 2.79
C 0.20 -1.11 -0.65
C 1.33 -2.02 -0.39
C -0.50 -0.94 -1.77
N -0.39 -1.48 -2.99
H -2.60 1.88 -2.18
H -2.31 0.44 -3.25
H -1.02 1.69 -0.03
H 1.11 -0.81 1.83
H -0.31 0.24 3.39
H -1.02 1.37 2.30
H 1.81 1.74 2.06
H 0.78 2.96 2.89
H 1.63 1.69 3.77
H 1.20 -2.83 0.31
H 2.13 -1.39 -0.13
H 1.81 -2.40 -1.36
H 0.43 -2.08 -3.17
H -1.17 -1.25 -3.63
```

Results
Kohn-Sham gap: 7.94 eV
charge: +1
SMILES: C=c1[nH]/[n+](=C\CC)c(C)c1N
E_LUMO: -4.1 eV


Which of them is least stable? Easy: w.


w:
C2H7N3 | the ωB97M-V functional and the def2-TZVPD basis

XYZ file:
```
12
C2H7N3 (the ωB97M-V functional and the def2-TZVPD basis)
H 0.51 1.87 -0.02
N -0.44 1.43 0.01
C -0.46 0.14 -0.06
C -1.77 -0.53 0.01
N 0.60 -0.71 -0.16
N 1.90 -0.21 0.07
H -1.56 -1.65 -0.35
H -2.11 -0.53 1.15
H -2.64 0.08 -0.50
H 0.58 -1.71 0.36
H 2.23 0.38 -0.73
H 1.93 0.35 0.93
```

Results
Kohn-Sham gap: 10.28 eV
SMILES: [H]/N=C(/C)NN
E_LUMO: 1.0 eV


x:
C2H7N3 | the ωB97M-V functional and the def2-TZVPD basis

XYZ file:
```
12
C2H7N3 (the ωB97M-V functional and the def2-TZVPD basis)
H -1.16 -2.15 0.47
N -0.98 -1.11 0.57
C -0.03 -0.66 -0.12
N 0.63 -1.42 -1.08
N 0.45 0.63 0.01
C -0.29 1.59 0.77
H 0.29 -2.38 -1.20
H 1.53 -1.12 -1.52
H 1.08 1.00 -0.70
H -1.44 1.18 0.73
H -0.31 2.72 0.18
H 0.21 1.72 1.89
```

Results
Kohn-Sham gap: 9.61 eV
SMILES: [H]/N=C(\N)NC
E_LUMO: 0.9 eV


Which of them is least stable? Easy: w.


w:
C2H7N3 | the ωB97M-V functional and the def2-TZVPD basis

XYZ file:
```
12
C2H7N3 (the ωB97M-V functional and the def2-TZVPD basis)
H 1.12 -1.40 1.47
N 0.46 -1.14 0.75
C 0.49 -0.04 0.14
N 1.57 0.87 0.10
N -0.69 0.57 -0.32
C -1.77 -0.37 -0.61
H 1.50 1.68 0.70
H 2.48 0.48 0.29
H -0.51 1.05 -1.20
H -2.20 -0.58 0.39
H -2.51 0.07 -1.26
H -1.53 -1.35 -1.13
```

Results
Kohn-Sham gap: 10.29 eV
SMILES: [H]/N=C(\N)NC
E_LUMO: 1.0 eV


x:
C2H7N3 | the ωB97M-V functional and the def2-TZVPD basis

XYZ file:
```
12
C2H7N3 (the ωB97M-V functional and the def2-TZVPD basis)
C -0.19 0.62 -1.02
C -0.32 1.64 -0.17
N -0.02 0.09 1.84
N 0.12 -0.82 1.14
N 0.26 -2.23 1.35
H -1.15 0.43 -1.51
H 0.66 0.57 -1.60
H -0.03 -0.64 0.00
H -1.33 1.70 0.42
H 0.30 2.33 0.35
H 0.06 -2.76 2.20
H 0.21 -2.69 0.49
```

Results
Kohn-Sham gap (alpha / beta): 9.45 / 9.45 eV
E_LUMO (alpha / beta): 1.0 / 1.0 eV


Which of them is least stable? Easy: x.


w:
C4H6N2O | the ωB97M-V functional and the def2-TZVPD basis

XYZ file:
```
13
C4H6N2O (the ωB97M-V functional and the def2-TZVPD basis)
C -1.57 1.24 -0.38
N -1.03 -0.12 -0.50
C 0.05 -0.39 0.15
C 0.57 -1.81 0.12
N 0.71 0.51 0.94
C 1.69 0.94 0.46
O 2.67 1.35 -0.02
H -2.53 1.28 -0.91
H -1.75 1.51 0.66
H -0.90 1.97 -0.85
H 1.66 -1.83 0.21
H 0.14 -2.36 0.96
H 0.28 -2.30 -0.81
```

Results
Kohn-Sham gap: 10.70 eV
SMILES: C/N=C(/C)N=C=O
E_LUMO: 0.7 eV


x:
C4H6N2O | the ωB97M-V functional and the def2-TZVPD basis

XYZ file:
```
13
C4H6N2O (the ωB97M-V functional and the def2-TZVPD basis)
H 1.75 2.24 0.70
N 1.27 1.50 0.20
C 0.05 1.79 0.05
O -0.83 1.00 -0.59
C -0.37 -0.30 -0.97
C -0.64 -1.31 0.16
C 0.53 -1.65 0.98
N 1.44 -1.97 1.62
H -0.46 2.69 0.39
H 0.68 -0.27 -1.25
H -0.97 -0.57 -1.84
H -1.42 -0.89 0.81
H -1.04 -2.24 -0.25
```

Results
Kohn-Sham gap: 11.21 eV
SMILES: [H]/N=C/OCCC#N
E_LUMO: 0.7 eV


Which of them is least stable? Easy: x.


w:
C4H6N2O | the ωB97M-V functional and the def2-TZVPD basis

XYZ file:
```
13
C4H6N2O (the ωB97M-V functional and the def2-TZVPD basis)
C -0.18 -2.06 0.40
C -0.08 -0.65 -0.06
N -0.99 -0.08 -0.86
C -0.50 1.15 -1.05
C 0.66 1.43 -0.32
O 0.07 2.32 0.69
N 0.93 0.17 0.27
H -1.18 -2.42 0.17
H 0.00 -2.14 1.48
H 0.55 -2.69 -0.12
H -1.04 1.92 -1.58
H -0.03 3.18 0.28
H 1.79 -0.13 0.71
```

Results
Kohn-Sham gap (alpha / beta): 8.05 / 8.05 eV
SMILES: Cc1ncc(O)[nH]1
E_LUMO (alpha / beta): 0.3 / 0.3 eV


x:
C4H6N2O | the ωB97M-V functional and the def2-TZVPD basis

XYZ file:
```
13
C4H6N2O (the ωB97M-V functional and the def2-TZVPD basis)
C 2.09 -0.30 0.13
C 0.62 -0.11 0.00
N -0.19 -0.77 -0.72
C -1.48 -0.10 -0.55
C -1.37 0.97 0.54
O -2.49 -1.05 -0.36
N -0.06 0.93 0.74
H 2.39 -1.13 -0.51
H 2.36 -0.53 1.16
H 2.63 0.60 -0.18
H -1.64 0.49 -1.47
H -3.29 -0.55 -0.15
H 0.43 1.54 1.38
```

Results
Kohn-Sham gap: 9.66 eV
E_LUMO: 0.6 eV


Which of them is least stable? Easy: w.


w:
C4H6N2O | the ωB97M-V functional and the def2-TZVPD basis

XYZ file:
```
13
C4H6N2O (the ωB97M-V functional and the def2-TZVPD basis)
H 1.70 -1.83 1.58
N 1.19 -1.06 1.15
C 0.00 -1.03 1.57
O -0.89 -0.10 1.17
C -0.42 0.84 0.21
C -0.42 0.20 -1.17
C 0.25 1.03 -2.17
N 0.79 1.69 -2.96
H -0.48 -1.71 2.28
H 0.58 1.19 0.49
H -1.13 1.68 0.26
H 0.12 -0.75 -1.11
H -1.44 -0.01 -1.50
```

Results
Kohn-Sham gap: 11.44 eV
SMILES: [H]/N=C/OCCC#N
E_LUMO: 0.7 eV


x:
C4H6N2O | the ωB97M-V functional and the def2-TZVPD basis

XYZ file:
```
13
C4H6N2O (the ωB97M-V functional and the def2-TZVPD basis)
H -1.31 1.01 2.02
N -0.47 0.62 1.60
C -0.75 0.11 0.46
C -2.11 0.07 -0.18
C 0.30 -0.58 -0.31
C 1.58 -0.54 -0.05
N 2.81 -0.63 0.07
O 3.48 0.11 -0.95
H -2.87 0.47 0.49
H -2.37 -0.96 -0.44
H -2.10 0.65 -1.11
H 0.01 -1.22 -1.14
H 3.70 0.96 -0.55
```

Results
Kohn-Sham gap: 9.83 eV
SMILES: [H]/N=C(\C)C=C=NO
E_LUMO: 0.3 eV


y:
C4H6N2O | the ωB97M-V functional and the def2-TZVPD basis

XYZ file:
```
13
C4H6N2O (the ωB97M-V functional and the def2-TZVPD basis)
H -1.75 1.82 0.55
N -1.28 0.92 0.61
C -1.49 0.22 -0.43
O -0.80 -0.90 -0.70
C 0.29 -1.24 0.15
C 1.26 -0.06 0.48
C 0.97 1.03 -0.45
N 0.75 1.62 -1.41
H -2.20 0.41 -1.24
H 0.84 -2.00 -0.40
H -0.11 -1.68 1.07
H 1.23 0.20 1.54
H 2.29 -0.32 0.22
```

Results
Kohn-Sham gap: 10.85 eV
SMILES: [H]/N=C/OCCC#N
E_LUMO: 0.9 eV


Which of them is least stable? Easy: x.